This record from the OMol25 dataset describes a single C3H5P molecule at a distorted geometry. The level of theory is ωB97M-V/def2-TZVPD.

SMILES string: C=C=CP
Spin multiplicity: 1
Frontier orbital gap (eV): 10.20
Highest occupied orbital energy (eV): -9.2
LUMO level (eV): 0.97

```
9
C3H5P (ωB97M-V/def2-TZVPD)
C 1.40 1.07 -1.19
C 0.67 0.20 -0.40
C -0.09 -0.64 0.40
P -1.87 -0.54 0.50
H 1.36 1.09 -2.25
H 1.87 1.96 -0.68
H 0.34 -1.39 0.94
H -1.79 0.00 1.68
H -1.89 -1.75 0.99
```

=====

This record from the OMol25 dataset describes 2 unconnected molecules or ions with the total composition C3H5P3 at a distorted geometry. The level of theory is ωB97M-V/def2-TZVPD.

SMILES string: CC1=P#[PH]1.C#P
Spin multiplicity: 1
Frontier orbital gap (eV): 8.56
Highest occupied orbital energy (eV): -8.6
LUMO level (eV): -0.05

```
11
C3H5P3 (ωB97M-V/def2-TZVPD)
C 1.33 0.46 -0.45
C 0.97 -0.90 -0.39
P 0.54 -2.38 -1.06
P 0.76 -1.98 1.12
H 0.76 1.05 0.14
H 1.49 0.96 -1.48
H 2.30 0.69 -0.06
H -0.74 -1.66 1.50
C -2.57 1.19 0.45
P -2.62 2.26 -0.65
H -2.21 0.31 0.88
```

=====

This record from the OMol25 dataset describes a single C3H5PS molecule at a distorted geometry. The level of theory is ωB97M-V/def2-TZVPD.

SMILES string: P[C@@H]1[C@H]2S[C@@H]12
Spin multiplicity: 1
Frontier orbital gap (eV): 9.63
Highest occupied orbital energy (eV): -8.7
LUMO level (eV): 0.98

```
10
C3H5PS (ωB97M-V/def2-TZVPD)
P 1.88 -0.57 -0.06
C 0.02 -0.53 0.28
C -0.92 -0.21 -0.81
S -2.51 -0.18 0.05
C -0.86 0.60 0.35
H 2.29 -0.08 1.25
H 2.06 0.91 -0.51
H -0.29 -1.48 0.78
H -0.84 -0.06 -1.82
H -0.83 1.60 0.49
```

=====

This record from the OMol25 dataset describes a molecular structure, C3H6AlO7S at a distorted geometry. The level of theory is ωB97M-V/def2-TZVPD.

Total charge: +1
Spin multiplicity: 1
Frontier orbital gap (eV): 4.09
Highest occupied orbital energy (eV): -14.7
LUMO level (eV): -10.64

```
18
C3H6AlO7S (ωB97M-V/def2-TZVPD)
Al 12.70 17.09 -12.25
S 13.17 13.80 -12.45
O 14.35 14.51 -12.96
O 12.13 14.33 -13.35
O 13.33 12.38 -12.44
O 12.77 14.34 -11.14
C 16.88 19.00 -11.13
O 17.37 18.03 -12.07
C 16.51 17.57 -12.94
O 15.30 17.69 -12.88
O 17.16 16.87 -13.85
C 16.44 16.42 -14.98
H 16.53 19.89 -11.64
H 17.74 19.31 -10.54
H 16.14 18.56 -10.47
H 15.68 15.67 -14.73
H 17.14 15.87 -15.61
H 15.94 17.21 -15.53
```

=====

This record from the OMol25 dataset describes a single C3H6BNO2 molecule at a distorted geometry. The level of theory is ωB97M-V/def2-TZVPD.

Spin multiplicity: 3
Frontier orbital gap (alpha / beta) (eV): 8.21 / 8.93
Highest occupied orbital energy (alpha / beta) (eV): -7.7 / -10.3
LUMO level (alpha / beta) (eV): 0.56 / -1.33

```
13
C3H6BNO2 (ωB97M-V/def2-TZVPD)
B -1.33 0.86 0.17
C 0.67 -0.36 0.10
C -1.78 0.12 -1.09
C 1.98 -0.74 0.73
N 0.27 -0.93 -0.94
O -0.05 0.61 0.75
O -2.04 1.76 0.86
H -1.89 -0.94 -0.96
H -1.86 0.62 -2.03
H 2.57 0.19 0.96
H 2.66 -1.43 0.12
H 1.70 -0.97 1.71
H -2.86 1.95 0.54
```

=====

This record from the OMol25 dataset describes 2 unconnected molecules or ions with the total composition C3H6Br3OP at a distorted geometry. The level of theory is ωB97M-V/def2-TZVPD.

SMILES string: C=C(C)P(=O)(Br)Br.Br
Spin multiplicity: 1
Frontier orbital gap (eV): 10.50
Highest occupied orbital energy (eV): -10.7
LUMO level (eV): -0.20

```
14
C3H6Br3OP (ωB97M-V/def2-TZVPD)
C -0.35 0.75 -1.45
C 0.37 0.41 -0.37
C 0.24 1.24 0.98
P 1.55 -0.92 -0.42
O 1.89 -1.45 -1.74
Br 3.20 0.06 0.71
Br 0.75 -2.45 0.99
H -1.09 1.55 -1.31
H -0.32 0.38 -2.48
H 0.23 0.64 1.81
H 0.90 2.09 1.11
H -0.77 1.53 0.71
Br -3.79 -2.43 0.67
H -2.83 -1.39 0.79
```

=====

This record from the OMol25 dataset describes a molecular structure, C3H6BrClOS at a distorted geometry. The level of theory is ωB97M-V/def2-TZVPD.

Spin multiplicity: 1
Frontier orbital gap (eV): 10.09
Highest occupied orbital energy (eV): -9.6
LUMO level (eV): 0.52

```
13
C3H6BrClOS (ωB97M-V/def2-TZVPD)
C 0.92 1.59 -0.34
C 0.03 -1.88 -0.18
C -1.07 0.32 0.77
O -0.30 1.14 -0.57
S 0.01 -0.86 1.31
Cl 1.36 -3.06 -0.21
Br -2.69 -0.22 0.08
H 1.30 1.91 -1.34
H 1.46 0.84 0.18
H 1.10 2.48 0.23
H 0.12 -1.24 -1.06
H -0.99 -2.28 -0.17
H -1.25 1.26 1.31
```

=====

This record from the OMol25 dataset describes 2 unconnected molecules or ions with the total composition C3H6BrI at a distorted geometry. The level of theory is ωB97M-V/def2-TZVPD.

Spin multiplicity: 1
Frontier orbital gap (eV): 7.59
Highest occupied orbital energy (eV): -8.3
LUMO level (eV): -0.76

```
11
C3H6BrI (ωB97M-V/def2-TZVPD)
C -1.88 -0.88 0.07
C 2.11 1.13 0.34
C -1.66 -0.10 -1.12
Br 1.26 0.16 1.82
I -0.83 -1.15 -2.65
H -0.96 -1.39 0.34
H -2.08 -0.27 0.92
H -2.62 -1.63 0.07
H 1.43 1.13 -0.49
H 3.15 0.71 0.15
H 2.08 2.29 0.56
```

=====

The records above give, respectively, energy relative to the best compared isomer or geometry (same formula, charge and spin) values of 29.19, 69.84, 59.02, 0.00, 0.00, 14.23, 37.29, 97.24 kcal per mole.
The records above give, respectively, DFT total energy values of -458.534980, -1141.203266, -856.722348, -1284.742857, -347.938565, -8256.584678, -3625.448345, -2989.460283 hartree.